No. 1
The following is a DFT calculation (ωB97M-V with the def2-TZVPD basis set) of a structure of composition C18H13BBrF4IN5O3PtS.

Structure (XYZ):
```
48
Properties=species:S:1:pos:R:3
Pt 0.58321 -0.32531 0.59396
I 1.17281 -2.18115 -5.06426
Br -1.41840 -2.67455 6.40479
S 0.59063 4.32533 1.52995
F -0.56417 1.67987 -1.43047
F -2.69491 1.79567 -2.25593
F -1.05729 3.21401 -3.06978
F -0.98209 0.96032 -3.56435
O -1.50405 -0.34474 0.23869
O 2.75122 -1.82887 0.84667
O 2.50665 -0.62010 1.12540
N -4.21660 0.46282 2.06032
N -5.59916 -0.60591 -2.05868
N 0.84845 1.82797 1.27814
N -2.04228 -0.93428 -1.90794
N 1.48851 -0.07099 -1.35631
C -3.73620 -0.25683 -0.34624
C 1.95966 2.25721 1.96980
C 2.12623 1.06294 -1.66269
C 0.04625 2.82105 0.98129
C -0.79986 -2.81462 3.66209
C -2.32154 -0.51389 -0.69039
C 1.63340 -0.75493 -3.63399
C 1.98338 3.59115 2.19777
C -0.83397 -1.98478 4.80935
C 1.25822 -0.96621 -2.32080
C 0.02235 -0.12588 3.55940
C 0.03304 -0.92303 2.37850
C -0.36872 -2.29020 2.48203
C -4.75780 -0.42577 -1.28821
C 2.27673 0.43040 -3.95802
C -4.01139 0.15934 0.96568
C 2.53901 1.34229 -2.94929
C -0.41730 -0.63273 4.74521
B -1.34052 1.95028 -2.62084
H 2.74140 4.16241 2.70688
H 2.28893 1.76235 -0.85566
H 0.32983 0.90751 3.50305
H 3.03897 2.27583 -3.16231
H -0.46416 -0.02378 5.63754
H -1.11603 -3.84539 3.74384
H -1.10231 -0.78765 -2.24952
H 2.71559 1.54565 2.26610
H 0.77934 -1.89232 -2.02342
H 2.56473 0.63994 -4.97896
H -0.86301 2.69641 0.41540
H -0.33506 -2.91737 1.59974
H -2.75288 -0.84626 -2.62241
```

## Properties
Relative energy (zero: lowest compared OMol25 entry of this formula, charge and spin): 223.6 kJ/mol
Orbital gap (alpha / beta): 8.3 / 4.5 eV
Multiplicity: 5
Total charge: +1

No. 2
The following is a DFT calculation (ωB97M-V with the def2-TZVPD basis set) of an isolated molecule of C18H13ClN4OS in a non-equilibrium geometry.

Structure (XYZ):
```
38
Properties=species:S:1:pos:R:3
Cl -2.42844 2.92429 0.54703
S -1.62278 1.37424 -2.20860
O -1.47939 -3.33149 -0.69958
N 2.60445 -2.04116 0.46593
N 0.43288 0.28208 -1.06657
N -1.37335 -1.17592 -1.38920
N 2.33224 -0.81440 -0.02025
C -0.81857 -2.32194 -0.77371
C 1.07464 -0.77482 -0.51800
C -3.14514 0.84059 2.08412
C -0.76937 0.03551 -1.47139
C -3.66794 -0.42006 2.30898
C 3.04092 1.47572 -0.43167
C 5.52269 0.86298 0.65585
C -4.13324 -1.17525 1.24616
C 4.02818 2.44149 -0.35333
C 3.30376 0.19416 0.03958
C -4.05101 -0.67523 -0.03976
C -3.07070 1.33760 0.79265
C -3.37968 1.07838 -1.69611
C 0.51804 -2.05371 -0.33205
C 1.54477 -2.78949 0.29295
C -3.50680 0.58091 -0.29466
C 5.26739 2.14186 0.18756
C 4.54731 -0.11276 0.58478
H 2.07591 1.70528 -0.85174
H -3.84329 0.39839 -2.41079
H -3.82162 2.06913 -1.80750
H 4.72596 -1.11351 0.94328
H -3.71576 -0.80772 3.31457
H 6.48681 0.62355 1.07887
H -4.42543 -1.26889 -0.86224
H 6.03192 2.90213 0.24429
H -2.79232 1.44484 2.90492
H 1.53580 -3.81336 0.60686
H 3.82453 3.43675 -0.71914
H -4.54935 -2.15595 1.41300
H -2.30404 -1.30423 -1.76509
```

## Properties
Orbital gap: 8.7 eV
SMILES string: O=c1[nH]c(SCc2ccccc2Cl)nc2c1cnn2-c1ccccc1

No. 3
The following is a DFT calculation (ωB97M-V with the def2-TZVPD basis set) of an isolated molecule of C18H13F3N6O2 in a non-equilibrium geometry.

Structure (XYZ):
```
42
Properties=species:S:1:pos:R:3
F 2.71163 -2.38303 1.03423
F 3.83303 -2.47113 -0.87060
F 3.26517 -0.28446 -3.07604
O -3.20678 -0.33348 -2.21020
O 3.00841 2.59036 0.50542
N -6.65010 -0.39906 3.16597
N 4.64541 2.65507 -1.19252
N -1.59026 -0.94507 -0.74573
N 3.96219 0.68527 -0.58971
N 0.59433 -0.67295 -0.64572
N -3.52510 -0.97440 1.28001
C 3.25800 0.83248 2.30517
C 2.05460 -0.45725 -2.52968
C -7.43876 -0.39422 4.01024
C -6.01928 0.24971 0.95895
C -4.39519 -0.89841 2.29577
C -5.12174 0.11108 -0.12710
C 2.35087 1.76601 1.47996
C 0.96329 -0.57491 -3.39568
C -2.88235 -0.57824 -1.04623
C 3.87873 1.95386 -0.35031
C -5.67318 -0.37898 2.15815
C 2.93889 -0.27884 -0.10738
C 1.84453 -0.54094 -1.15008
C -0.42824 -0.77629 -1.47777
C 3.51269 -1.66336 0.22977
C -3.84302 -0.50041 0.06570
C 2.34412 0.26961 1.23847
C -0.32244 -0.75603 -2.86775
H -1.18997 -0.90941 -3.53139
H -1.39981 -1.09663 0.25971
H -5.40465 0.44984 -1.11264
H 4.44175 -1.47156 0.80240
H 1.15203 -0.53441 -4.47115
H 1.36839 -0.15126 1.53442
H 2.96845 0.70578 3.35642
H 4.26962 3.55531 -1.45427
H -4.06599 -1.15080 3.30974
H 5.04026 2.08975 -1.93258
H -6.99021 0.67554 0.80679
H 4.33434 0.81461 2.15714
H 1.40635 2.17127 1.93010
```

## Properties
Relative energy (zero: lowest compared OMol25 entry of this formula, charge and spin): 23.5 kJ/mol
Orbital gap: 8.1 eV

no.,total energy (eV),molar mass (g mol⁻¹)
1,-136233.4128,868.09
2,-50243.3875,368.85
3,-40062.6977,402.34